The following is a quantum chemistry calculation of a 2-piece molecular cluster, C3H11NO overall at a distorted geometry, from OMol25.

Geometry as XYZ:
```
16
Properties=species:S:1:pos:R:3:forces:R:3
C 0.00000 0.00000 0.00000 -1.275 0.330 0.794
N 0.38981 0.67686 1.23439 -1.261 0.961 0.408
C -0.26717 0.18866 2.46383 -0.439 -0.724 -1.093
C 1.76869 0.64657 1.43733 2.023 0.265 0.028
H -1.07844 0.21978 -0.07266 0.285 -0.396 -0.470
H 0.13297 -1.09330 0.06012 0.094 -0.017 0.006
H 0.49585 0.36491 -0.91520 0.014 0.131 0.684
H -0.17365 -0.90870 2.40326 -0.257 -0.124 0.614
H -1.33830 0.44876 2.50443 0.402 -0.068 -0.153
H 0.21375 0.53186 3.39525 -0.081 0.082 -0.692
H 2.14779 -0.38672 1.36530 0.381 -0.052 0.117
H 2.01440 1.04256 2.43706 0.099 -0.104 -0.493
H 2.28069 1.26282 0.67924 0.021 -0.287 0.248
O 5.61714 -1.62762 0.10134 -0.095 -0.876 -0.867
H 5.05455 -2.43471 0.11997 0.621 0.864 -0.056
H 6.09163 -1.67583 -0.75937 -0.532 0.016 0.924
```
Forces are in eV/Å.

The calculation puts the largest force on an atom at 0.03969 hartree/bohr. As for the LUMO energy: 0.031 hartree. The HOMO-LUMO gap comes out at 0.33444 Eh. The energy above the lowest of the compared OMol25 structures with the same formula, charge and spin comes out at 1.198 eV. As for the SMILES: CN(C)C.O.